# C4H11NO2

A cluster of 2 separate species, C4H11NO2 in total (ωB97M-V/def2-TZVPD, the Open Molecules 2025 dataset).

Structure (XYZ):
```
18
Properties=species:S:1:pos:R:3:mulliken_charge:R:1
C -2.28856 0.10110 0.46412 -1.1027
C -1.57547 1.23181 -0.02462 0.9440
O -1.35274 2.30289 0.58766 -0.6086
O -1.16579 1.15213 -1.40719 -0.4642
H -2.80631 0.39104 1.43131 0.3151
H -1.55196 -0.49759 0.95789 0.3061
H -2.96367 -0.41660 -0.26604 0.3414
H -1.15117 0.21593 -1.53895 0.2572
C 1.57259 -1.16422 -0.91884 -1.1171
C 1.90983 -0.06772 0.06828 -0.3884
N 0.82402 0.21177 1.02912 -0.4863
H 1.70876 -2.12969 -0.49577 0.3746
H 2.17926 -1.12990 -1.80903 0.3208
H 0.53587 -1.32856 -1.19144 0.2552
H 2.85283 -0.22973 0.53414 0.3578
H 1.90931 0.83510 -0.55724 0.2814
H 0.58173 -0.57492 1.68565 0.2134
H 0.78146 1.09717 1.45094 0.2002
```

SMILES string: CC(=O)O.CCN
Relative energy (zero: lowest compared OMol25 entry of this formula, charge and spin) in eV: 1.622
E in Eh: -364.208575